DFT (the ωB97M-V functional and the def2-TZVPD basis) results for a 2-piece molecular cluster, C5H8O2 overall.

```
15
Properties=species:S:1:pos:R:3:forces:R:3:lowdin_charge:R:1
C 1.06012 -0.80655 -0.77616 0.06 0.09 -0.14 -0.139
C 0.65369 0.32878 -1.33811 0.13 -0.11 -0.05 -0.142
O -0.54798 0.93883 -1.09723 0.06 0.00 0.03 -0.032
C -1.42346 0.20058 -0.29174 -0.20 -0.07 -0.01 -0.238
C -1.19096 0.14530 1.19329 0.00 0.07 0.15 -0.005
C -0.96629 -1.07454 0.34195 -0.19 -0.07 -0.01 -0.238
O 0.33764 -1.53769 0.12856 0.04 0.06 0.02 -0.032
H 2.02696 -1.24613 -0.98704 -0.15 0.11 0.00 0.123
H 1.26649 0.88316 -2.03781 -0.06 -0.14 0.12 0.123
H -2.43891 0.25864 -0.67183 0.16 -0.02 0.08 0.153
H -0.29281 0.64530 1.54855 -0.11 -0.08 -0.09 0.121
H -2.04139 0.17600 1.86872 0.14 -0.02 -0.12 0.107
H -1.66382 -1.90415 0.40624 0.09 0.15 -0.02 0.153
H 2.78618 1.75005 1.06449 -0.02 -0.03 -0.01 0.036
H 2.43456 1.24242 0.64812 0.03 0.06 0.05 0.010
```
Forces are in eV/Å.

Values from the calculation:
**ΔE to the lowest compared entry with this formula, charge and spin**: 333.4 kJ/mol
**Strongest force on any atom**: 0.2 eV Å⁻¹
**Charge**: 0
**Gap between HOMO and LUMO**: 9.3 eV
**HOMO level**: -8.3 eV
**DFT total energy**: -345.677953 Ha
**2S+1**: 1
**Molecular weight**: 100.117 g mol⁻¹
**LUMO energy**: 1.0590 eV



DFT (the ωB97M-V functional and the def2-TZVPD basis) results for a 2-piece molecular cluster, C4H11NO overall in a non-equilibrium geometry.

```
17
Properties=species:S:1:pos:R:3:forces:R:3:lowdin_charge:R:1
C -0.89647 -1.10315 0.11465 -0.24 -0.03 0.92 -0.226
C -0.07060 1.01122 0.83353 -0.76 1.05 0.87 -0.316
C 1.74290 -0.57040 -0.74021 -0.59 1.25 0.82 -0.098
C -0.73248 1.88940 -0.19922 0.20 -0.36 0.00 -0.125
N -0.67870 -0.21887 1.07712 0.91 -0.81 -1.19 -0.001
O -0.91063 -2.42189 0.48178 -0.18 0.40 -0.15 0.029
H -1.40796 -2.93807 -0.16088 0.00 0.05 0.05 0.104
H -0.45885 -0.64898 1.96967 -0.05 0.02 -0.05 0.165
H -1.13000 -0.80615 -0.89311 0.05 0.04 0.01 0.130
H 1.11773 0.33139 -0.00192 0.91 -1.63 -1.23 0.057
H 0.17730 1.51646 1.75973 -0.20 -0.01 0.14 0.089
H 1.38930 -0.66939 -1.76514 -0.05 0.04 -0.04 -0.002
H 2.75942 -0.17634 -0.76854 0.02 0.06 -0.03 -0.001
H 1.78285 -1.55817 -0.28665 -0.09 -0.06 0.12 -0.002
H -0.30132 2.88850 -0.15932 0.02 -0.02 -0.04 0.069
H -0.56378 1.49219 -1.20204 0.00 0.06 -0.22 0.057
H -1.81870 1.98224 -0.05943 0.05 -0.04 0.02 0.071
```
Forces are in eV/Å.

Values from the calculation:
**ΔE to the lowest compared entry with this formula, charge and spin**: 406.6 kJ/mol
**Strongest force on any atom**: 2.2 eV Å⁻¹
**Charge**: 0
**Gap between HOMO and LUMO**: 6.9 eV
**HOMO level**: -6.3 eV
**DFT total energy**: -288.862162 Ha
**2S+1**: 1
**Molecular weight**: 89.138 g mol⁻¹
**LUMO energy**: 0.5952 eV



DFT (the ωB97M-V functional and the def2-TZVPD basis) results for a 7-piece molecular cluster, C41H45IN6O13P overall in a non-equilibrium geometry.

```
107
Properties=species:S:1:pos:R:3:forces:R:3:lowdin_charge:R:1
C 9.28134 3.17024 -0.34709 -0.46 1.13 -1.46 -0.143
O 9.21083 1.72801 -0.62782 -1.13 1.30 0.39 -0.270
C 7.93774 1.33848 -1.25304 -0.58 -0.74 -1.19 -0.225
C 7.59768 2.10070 -2.66786 -1.44 -0.97 0.03 -0.185
C 5.98123 1.79248 -2.96719 0.65 0.57 -1.06 -0.254
C 4.99154 3.00519 -2.48050 0.63 0.39 -2.24 -0.485
P 4.32388 2.84464 -0.69876 2.75 0.68 1.45 -0.076
I 1.95310 2.71752 -1.46643 -2.65 -0.45 -0.76 0.199
H 9.62407 3.69096 -1.36502 -0.68 -0.84 2.15 0.088
H 10.07839 3.47314 0.45506 -1.58 -1.15 -1.34 0.088
H 8.21342 3.63540 -0.08640 2.27 -1.15 -0.33 0.104
H 8.04149 0.17994 -1.52226 -0.04 2.53 0.66 0.140
H 6.99942 1.41234 -0.54848 1.99 0.25 -1.11 0.105
H 8.19939 1.59664 -3.56121 -0.94 1.34 2.00 0.113
H 7.69099 3.26675 -2.63760 0.20 -2.25 0.00 0.084
H 5.89417 1.74158 -4.15486 0.09 -0.02 2.36 0.100
H 5.69334 0.72607 -2.57993 0.78 2.70 -0.60 0.060
H 4.10263 3.11113 -3.25463 1.92 -0.29 1.64 0.002
H 5.61130 4.01037 -2.54704 -1.14 -1.69 0.20 0.067
H 4.09918 4.28964 -0.55975 -0.10 -0.19 -0.31 -0.089
H 3.85738 2.63076 0.67070 -0.32 0.22 -0.22 -0.110
H 4.50111 1.41822 -0.79184 -0.16 -0.33 -0.14 -0.079
H 5.63839 3.06937 -0.14915 0.49 -0.22 -0.04 -0.080
C 0.27062 -2.94449 -3.96210 0.19 0.12 0.03 -0.073
C 0.62561 -2.04701 -2.95380 0.22 0.14 -0.54 -0.075
C 1.93040 -1.55531 -2.88208 0.09 -0.03 -0.07 0.022
C 2.87479 -1.96741 -3.83237 -1.00 -0.32 -0.02 -0.133
C 2.52314 -2.87425 -4.84106 -0.01 0.02 0.00 -0.014
C 1.21590 -3.36130 -4.90089 0.15 0.27 0.31 -0.082
N 4.24133 -1.43447 -3.77757 1.06 0.64 0.31 -0.297
O 4.51850 -0.64905 -2.85888 -0.88 -2.09 -1.50 0.030
O 5.03812 -1.79688 -4.65497 -0.92 0.44 1.11 0.052
H -0.74945 -3.32080 -4.01731 0.20 0.07 0.03 0.105
H -0.11634 -1.72802 -2.22490 0.42 0.09 -0.49 0.086
H 2.19120 -0.85645 -2.09029 0.12 -0.03 -0.28 0.103
H 3.24731 -3.20630 -5.58205 -0.04 0.23 0.29 0.112
H 0.93230 -4.06328 -5.68194 0.12 0.14 0.13 0.099
C 8.66541 5.05021 -7.21604 -0.14 -0.03 0.04 -0.083
C 8.10788 5.02331 -5.93676 -0.20 -0.09 -0.37 -0.062
C 6.77816 4.63558 -5.76088 -0.08 -0.04 -0.07 0.013
C 6.01377 4.27075 -6.87773 1.03 0.29 -0.08 -0.135
C 6.56868 4.30423 -8.16398 0.02 0.00 0.06 -0.008
C 7.89874 4.69643 -8.32765 -0.19 -0.01 0.38 -0.080
N 4.62300 3.83780 -6.69668 -1.40 -0.41 0.65 -0.316
O 4.16273 3.83988 -5.54523 0.76 0.11 -2.07 0.061
O 3.99026 3.49119 -7.70443 0.80 0.47 1.20 0.048
H 9.70432 5.34780 -7.34758 -0.21 -0.06 0.03 0.103
H 8.71134 5.30187 -5.07549 -0.19 -0.09 -0.14 0.109
H 6.35844 4.61981 -4.75742 -0.13 -0.15 -0.26 0.106
H 5.98539 4.02841 -9.04001 -0.02 0.01 0.37 0.115
H 8.33956 4.72278 -9.32174 -0.14 -0.03 0.18 0.102
C -2.44832 -1.12045 3.29966 0.07 -0.10 -0.14 -0.073
C -2.33305 -0.66935 1.98385 0.12 -0.34 0.11 -0.059
C -1.67133 -1.44809 1.03249 0.02 -0.10 0.02 0.014
C -1.13033 -2.68472 1.41044 -0.49 0.62 0.68 -0.134
C -1.23789 -3.13651 2.73247 -0.02 0.01 -0.03 0.002
C -1.89945 -2.34762 3.67569 0.01 0.11 -0.39 -0.069
N -0.45580 -3.51953 0.40915 0.60 -0.80 -0.73 -0.299
O -0.36448 -3.07640 -0.74540 -0.33 -1.07 2.13 0.036
O -0.02015 -4.62085 0.77433 -0.62 1.59 -0.59 0.068
H -2.97009 -0.51230 4.03662 0.12 -0.11 -0.15 0.105
H -2.76215 0.28886 1.69880 0.16 -0.22 -0.01 0.112
H -1.59003 -1.08248 0.01118 0.09 -0.22 0.22 0.122
H -0.81838 -4.09192 3.04060 -0.04 0.22 -0.27 0.119
H -1.99086 -2.69096 4.70380 0.08 0.00 -0.22 0.095
C -7.39046 -3.80345 5.89438 0.14 0.01 -0.03 -0.084
C -6.54373 -4.54688 5.07068 0.13 0.20 0.37 -0.058
C -5.20867 -4.73954 5.43108 0.01 0.03 0.09 0.003
C -4.73109 -4.18450 6.62633 -0.94 0.10 -0.30 -0.146
C -5.57696 -3.43125 7.45131 -0.04 -0.02 -0.03 0.000
C -6.90947 -3.24302 7.07894 0.32 -0.24 -0.27 -0.075
N -3.33529 -4.40489 7.02337 1.26 -0.22 0.36 -0.327
O -2.61365 -5.06079 6.25739 -1.01 0.98 1.12 0.052
O -2.95962 -3.92634 8.10314 -0.50 -0.68 -1.56 0.059
H -8.43213 -3.66070 5.61196 0.25 -0.05 0.08 0.104
H -6.92560 -4.97925 4.14829 0.14 0.08 0.20 0.110
H -4.56162 -5.32146 4.77836 0.01 0.18 0.31 0.120
H -5.21821 -2.99067 8.37917 0.11 -0.21 -0.28 0.118
H -7.57482 -2.66241 7.71411 0.17 -0.12 -0.09 0.105
C -1.08306 5.28937 -6.82006 -0.02 -0.10 0.15 -0.082
C -0.18901 4.73991 -5.89979 -0.40 -0.01 -0.04 -0.053
C -0.65877 3.92210 -4.87028 -0.11 -0.09 0.05 0.017
C -2.03165 3.65622 -4.77404 0.42 0.63 -0.79 -0.139
C -2.93229 4.21275 -5.69198 0.03 0.00 -0.01 -0.014
C -2.45096 5.03140 -6.71560 0.22 -0.19 0.30 -0.085
N -2.52881 2.77672 -3.70925 0.08 -0.91 1.24 -0.327
O -1.70283 2.31910 -2.90547 -1.48 0.75 -1.38 0.042
O -3.74472 2.53885 -3.67741 1.37 0.29 -0.04 0.038
H -0.71142 5.92188 -7.62444 -0.07 -0.12 0.16 0.102
H 0.87549 4.94680 -5.98692 -0.21 -0.13 0.10 0.110
H 0.05084 3.50147 -4.16114 -0.22 -0.03 0.03 0.079
H -4.00082 4.01871 -5.62608 0.32 -0.08 0.16 0.112
H -3.14176 5.46569 -7.43493 0.09 -0.11 0.17 0.100
C -11.63100 -3.14015 11.68355 0.07 -0.08 -0.08 -0.074
C -11.51572 -2.68905 10.36774 0.16 -0.35 0.10 -0.068
C -10.85401 -3.46779 9.41638 0.02 -0.07 0.06 -0.003
C -10.31300 -4.70442 9.79432 -0.48 0.59 0.68 -0.141
C -10.42057 -5.15621 11.11636 -0.02 0.03 -0.05 0.001
C -11.08212 -4.36732 12.05958 0.03 0.14 -0.41 -0.067
N -9.63847 -5.53923 8.79304 0.68 -0.89 -0.91 -0.313
O -9.54715 -5.09609 7.63848 -0.18 -0.67 1.67 0.049
O -9.20283 -6.64054 9.15821 -0.65 1.68 -0.57 0.070
H -12.15277 -2.53200 12.42051 0.12 -0.12 -0.16 0.108
H -11.94483 -1.73084 10.08268 0.12 -0.22 0.01 0.109
H -10.77270 -3.10218 8.39507 0.07 -0.29 0.20 0.118
H -10.00105 -6.11162 11.42449 -0.04 0.22 -0.30 0.120
H -11.17353 -4.71065 13.08769 0.05 0.03 -0.24 0.109
```
Forces are in eV/Å.

Values from the calculation:
**Strongest force on any atom**: 3.2 eV Å⁻¹
**Charge**: -1
**Gap between HOMO and LUMO**: 3.8 eV
**HOMO level**: -4.0 eV
**DFT total energy**: -3534.322876 Ha
**2S+1**: 1
**Molecular weight**: 987.718 g mol⁻¹
**LUMO energy**: -0.1896 eV



DFT (the ωB97M-V functional and the def2-TZVPD basis) results for a 2-piece molecular cluster, C4H14N overall.

```
19
Properties=species:S:1:pos:R:3:forces:R:3:lowdin_charge:R:1
C -2.05626 0.56674 -0.66990 -0.40 0.50 -0.73 -0.174
C -2.29511 0.55440 -2.19702 -0.45 0.16 0.76 -0.146
H -2.70570 1.33147 -0.23622 0.10 -0.13 0.16 0.072
H -2.27913 -0.37678 -0.17577 0.06 -0.19 -0.07 0.055
H -1.03299 0.87559 -0.48986 0.28 0.04 0.28 0.023
H -3.31767 0.26592 -2.39956 -0.25 -0.36 -0.04 0.063
H -1.63530 -0.13576 -2.71937 0.09 0.27 -0.14 0.064
H -2.25843 1.58547 -2.56246 0.54 -0.28 -0.18 0.074
C 1.41512 -0.61802 0.47372 -0.05 -0.04 -0.32 -0.178
C 2.74102 0.08473 0.74430 -0.22 -0.02 0.28 -0.047
N 0.59276 -0.76824 1.73768 0.70 -0.53 -0.19 0.191
H 0.78038 -0.06462 -0.20587 -0.01 0.04 -0.17 0.094
H 1.51601 -1.63047 0.07100 0.14 0.20 0.16 0.137
H 2.73929 1.10742 0.38530 0.07 -0.01 -0.37 0.089
H 3.57286 -0.48342 0.34179 0.04 0.14 -0.19 0.092
H 0.28409 0.13472 2.09421 -0.29 -0.04 0.02 0.175
H -0.17943 -1.41345 1.56195 -0.30 0.37 0.16 0.169
H 1.19393 -1.20560 2.43772 -0.13 0.06 0.23 0.168
H 2.92456 0.18990 1.80837 0.07 -0.20 0.35 0.080
```
Forces are in eV/Å.

Values from the calculation:
**ΔE to the lowest compared entry with this formula, charge and spin**: 52.7 kJ/mol
**Strongest force on any atom**: 1.0 eV Å⁻¹
**Charge**: +1
**Gap between HOMO and LUMO**: 11.3 eV
**HOMO level**: -15.1 eV
**DFT total energy**: -215.288835 Ha
**2S+1**: 1
**Molecular weight**: 76.163 g mol⁻¹
**LUMO energy**: -3.7638 eV



Copy entry 2 word for word.
DFT (the ωB97M-V functional and the def2-TZVPD basis) results for a 2-piece molecular cluster, C4H11NO overall in a non-equilibrium geometry.

```
17
Properties=species:S:1:pos:R:3:forces:R:3:lowdin_charge:R:1
C -0.89647 -1.10315 0.11465 -0.24 -0.03 0.92 -0.226
C -0.07060 1.01122 0.83353 -0.76 1.05 0.87 -0.316
C 1.74290 -0.57040 -0.74021 -0.59 1.25 0.82 -0.098
C -0.73248 1.88940 -0.19922 0.20 -0.36 0.00 -0.125
N -0.67870 -0.21887 1.07712 0.91 -0.81 -1.19 -0.001
O -0.91063 -2.42189 0.48178 -0.18 0.40 -0.15 0.029
H -1.40796 -2.93807 -0.16088 0.00 0.05 0.05 0.104
H -0.45885 -0.64898 1.96967 -0.05 0.02 -0.05 0.165
H -1.13000 -0.80615 -0.89311 0.05 0.04 0.01 0.130
H 1.11773 0.33139 -0.00192 0.91 -1.63 -1.23 0.057
H 0.17730 1.51646 1.75973 -0.20 -0.01 0.14 0.089
H 1.38930 -0.66939 -1.76514 -0.05 0.04 -0.04 -0.002
H 2.75942 -0.17634 -0.76854 0.02 0.06 -0.03 -0.001
H 1.78285 -1.55817 -0.28665 -0.09 -0.06 0.12 -0.002
H -0.30132 2.88850 -0.15932 0.02 -0.02 -0.04 0.069
H -0.56378 1.49219 -1.20204 0.00 0.06 -0.22 0.057
H -1.81870 1.98224 -0.05943 0.05 -0.04 0.02 0.071
```
Forces are in eV/Å.

Values from the calculation:
**ΔE to the lowest compared entry with this formula, charge and spin**: 406.6 kJ/mol
**Strongest force on any atom**: 2.2 eV Å⁻¹
**Charge**: 0
**Gap between HOMO and LUMO**: 6.9 eV
**HOMO level**: -6.3 eV
**DFT total energy**: -288.862162 Ha
**2S+1**: 1
**Molecular weight**: 89.138 g mol⁻¹
**LUMO energy**: 0.5952 eV



- Look up the gap between HOMO and LUMO of the first one.
  9.3 eV



- What is the gap between HOMO and LUMO in the first record?
  9.3 eV